{
  "formula": "CHN2O3",
  "method": "ωB97M-V/def2-TZVPD",
  "species": ["O", "C", "O", "N", "N", "O", "H"],
  "positions_angstrom": [[1.56, -0.75, 1.36], [0.61, -0.91, 0.45], [0.02, -1.88, 0.06], [0.30, 0.33, -0.36], [-1.07, 0.61, -0.33], [-0.13, 1.58, 0.13], [-1.30, 1.02, -1.31]],
  "nbo_charge": [-0.80, 0.83, -0.71, -0.13, -0.18, -0.30, 0.29],
  "relative_energy_kcal_mol": 54.5,
  "smiles": "O=C([O-])n1[nH]o1",
  "energy_ev": -10172.805,
  "e_lumo_ev": 4.38,
  "charge": -1
}

***

{
  "formula": "C4H8SSi2",
  "method": "ωB97M-V/def2-TZVPD",
  "species": ["C", "C", "C", "C", "Si", "Si", "S", "H", "H", "H", "H", "H", "H", "H", "H"],
  "positions_angstrom": [[-2.73, -0.53, -0.37], [-1.38, -1.25, -0.29], [-2.67, 0.79, -0.22], [-0.50, -0.29, 0.19], [2.93, 0.79, -0.40], [1.26, -0.43, 0.54], [-1.08, 1.32, 0.31], [-3.60, -1.02, -0.81], [-1.12, -2.33, -0.24], [-3.50, 1.50, -0.15], [3.11, 2.02, 0.32], [2.44, 1.34, -1.63], [3.96, -0.26, -0.36], [1.92, -1.82, 0.40], [0.97, 0.16, 2.71]],
  "nbo_charge": [-0.25, -0.22, -0.38, -0.75, 0.39, 0.77, 0.44, 0.23, 0.24, 0.24, -0.12, -0.13, -0.11, -0.14, -0.21],
  "relative_energy_kcal_mol": 56.2,
  "energy_ev": -30863.949,
  "e_lumo_ev": -0.17,
  "charge": 0
}

***

{
  "formula": "C3H6O2P",
  "method": "ωB97M-V/def2-TZVPD",
  "species": ["C", "C", "P", "C", "O", "O", "H", "H", "H", "H", "H", "H"],
  "positions_angstrom": [[1.81, 0.87, 0.38], [0.58, 1.04, -0.04], [-0.28, -0.33, -0.91], [-1.38, -0.92, 0.45], [-1.17, 0.13, -2.02], [0.83, -1.49, -1.20], [2.37, 1.79, 0.65], [2.25, -0.12, 0.48], [0.00, 1.89, 0.22], [-0.95, -0.77, 1.50], [-2.15, -0.19, 0.19], [-1.92, -1.89, 0.30]],
  "nbo_charge": [-0.38, -0.57, 2.10, -1.04, -1.17, -1.19, 0.16, 0.23, 0.19, 0.21, 0.22, 0.23],
  "relative_energy_kcal_mol": 12.0,
  "smiles": "C=C[P@@](C)(=O)[O-]",
  "energy_ev": -16593.749,
  "e_lumo_ev": 4.19,
  "charge": -1
}

***

{
  "formula": "C36H106N2O23",
  "method": "ωB97M-V/def2-TZVPD",
  "species": ["C", "C", "O", "H", "H", "H", "H", "H", "H", "C", "C", "O", "H", "H", "H", "H", "H", "H", "C", "C", "O", "H", "H", "H", "H", "H", "H", "C", "C", "O", "H", "H", "H", "H", "H", "H", "C", "C", "O", "H", "H", "H", "H", "H", "H", "C", "C", "O", "H", "H", "H", "H", "H", "H", "C", "C", "O", "H", "H", "H", "H", "H", "H", "C", "C", "O", "O", "H", "H", "H", "H", "H", "H", "C", "C", "O", "O", "H", "H", "H", "H", "H", "H", "C", "C", "O", "O", "H", "H", "H", "H", "H", "H", "C", "C", "O", "O", "H", "H", "H", "H", "H", "H", "C", "C", "O", "O", "H", "H", "H", "H", "H", "H", "C", "C", "O", "O", "H", "H", "H", "H", "H", "H", "C", "C", "O", "O", "H", "H", "H", "H", "H", "H", "C", "C", "C", "O", "C", "N", "H", "H", "H", "H", "H", "H", "H", "H", "H", "H", "H", "C", "C", "C", "O", "C", "N", "H", "H", "H", "H", "H", "H", "H", "H", "H", "H", "H"],
  "positions_angstrom": [[-0.95, 5.96, -2.45], [-0.28, 4.87, -3.31], [-0.42, 3.58, -2.81], [-0.80, 6.97, -2.85], [-0.54, 5.97, -1.43], [-2.03, 5.78, -2.36], [0.80, 5.12, -3.39], [-0.70, 4.94, -4.33], [0.19, 3.33, -2.09], [-6.41, 0.70, 2.17], [-4.89, 0.93, 2.21], [-4.41, 1.09, 0.85], [-6.71, -0.09, 1.48], [-6.92, 1.63, 1.89], [-6.77, 0.44, 3.17], [-4.32, 0.09, 2.58], [-4.66, 1.85, 2.75], [-4.83, 1.90, 0.52], [4.88, -3.94, -2.25], [4.79, -2.43, -2.05], [4.90, -2.07, -0.68], [5.86, -4.32, -2.04], [4.51, -4.24, -3.21], [4.12, -4.39, -1.56], [3.88, -2.08, -2.54], [5.66, -2.11, -2.64], [4.89, -1.11, -0.56], [1.60, -0.03, -3.68], [1.13, 1.13, -4.51], [2.16, 1.47, -5.44], [0.84, -0.40, -3.00], [2.52, 0.27, -3.15], [1.89, -0.81, -4.39], [0.96, 2.00, -3.85], [0.17, 0.88, -4.98], [2.01, 2.39, -5.75], [4.93, 1.79, 4.05], [3.52, 1.32, 3.66], [3.41, 1.07, 2.28], [5.27, 2.47, 3.29], [5.72, 1.04, 4.25], [4.86, 2.33, 5.01], [2.80, 2.07, 3.99], [3.33, 0.37, 4.17], [2.50, 1.19, 1.98], [-4.90, -1.93, -1.66], [-4.00, -3.11, -1.80], [-4.51, -4.13, -0.92], [-5.95, -2.16, -1.85], [-4.67, -1.16, -2.38], [-4.83, -1.56, -0.64], [-2.94, -2.91, -1.65], [-4.06, -3.52, -2.80], [-3.86, -4.85, -0.87], [-2.53, 2.65, -5.61], [-3.35, 3.30, -4.48], [-3.04, 2.73, -3.24], [-1.49, 2.90, -5.62], [-2.91, 2.97, -6.59], [-2.66, 1.56, -5.53], [-4.39, 3.07, -4.64], [-3.22, 4.41, -4.43], [-2.08, 2.82, -3.10], [4.70, 2.83, -2.54], [5.20, 1.39, -2.52], [4.83, 0.73, -1.39], [5.13, 3.43, -1.30], [3.61, 2.87, -2.52], [5.05, 3.42, -3.38], [6.30, 1.45, -2.58], [4.84, 0.94, -3.44], [4.74, 1.40, -0.72], [6.05, 3.24, -1.04], [1.03, -4.30, -4.00], [0.03, -3.97, -2.91], [-0.71, -2.85, -3.32], [0.34, -4.76, -5.14], [1.64, -5.10, -3.54], [1.55, -3.38, -4.16], [0.50, -3.65, -2.01], [-0.63, -4.79, -2.65], [-1.07, -3.03, -4.21], [0.36, -4.03, -5.74], [-4.06, 4.11, -0.43], [-2.73, 4.06, 0.23], [-2.65, 4.98, 1.27], [-5.14, 3.73, 0.44], [-3.96, 3.34, -1.18], [-4.27, 5.09, -0.88], [-1.98, 4.24, -0.52], [-2.53, 3.10, 0.71], [-2.59, 5.82, 0.82], [-5.30, 4.42, 1.08], [0.95, 3.33, 1.42], [1.98, 3.27, 0.25], [1.40, 2.66, -0.93], [0.63, 2.03, 1.86], [0.06, 3.92, 1.08], [1.46, 3.80, 2.23], [2.90, 2.77, 0.54], [2.28, 4.27, -0.05], [1.18, 1.75, -0.65], [-0.13, 1.56, 1.40], [0.39, -0.46, 4.22], [-0.48, -1.72, 4.17], [-1.82, -1.39, 3.99], [0.00, 0.39, 5.29], [0.35, 0.16, 3.31], [1.42, -0.77, 4.41], [-0.40, -2.39, 5.04], [-0.20, -2.22, 3.24], [-2.11, -1.01, 4.83], [-0.65, 1.01, 4.92], [-1.75, 3.68, 4.41], [-0.56, 3.82, 5.36], [0.63, 3.31, 4.80], [-1.82, 2.33, 3.82], [-1.85, 4.39, 3.60], [-2.68, 3.78, 4.95], [-0.71, 3.40, 6.35], [-0.37, 4.86, 5.61], [0.55, 2.34, 4.75], [-1.28, 2.38, 3.02], [3.16, -3.39, 3.72], [3.80, -2.66, 2.52], [3.41, -3.41, 1.38], [3.62, -4.74, 3.77], [2.08, -3.35, 3.63], [3.49, -2.87, 4.59], [4.88, -2.64, 2.59], [3.36, -1.64, 2.55], [3.81, -2.90, 0.61], [3.76, -5.07, 2.88], [-1.94, 0.64, -1.22], [-1.56, -0.34, -0.13], [-0.33, -1.15, -0.33], [0.73, -0.24, -0.54], [2.01, -0.86, -0.62], [-1.49, 0.48, 1.14], [-2.88, 1.10, -1.06], [-1.96, 0.17, -2.21], [-1.13, 1.39, -1.32], [-2.37, -1.07, 0.00], [-0.48, -1.79, -1.20], [-0.11, -1.76, 0.57], [2.00, -1.68, -1.32], [2.25, -1.32, 0.35], [2.70, -0.05, -0.91], [-2.42, 0.87, 1.22], [-1.44, -0.14, 1.97], [-2.17, -3.90, 1.48], [-1.41, -4.81, 0.54], [-0.25, -5.50, 1.23], [-0.79, -6.01, 2.44], [0.15, -6.57, 3.26], [-2.36, -5.75, -0.10], [-2.76, -4.46, 2.18], [-2.80, -3.26, 0.86], [-1.52, -3.21, 2.03], [-0.94, -4.20, -0.24], [0.56, -4.79, 1.48], [0.20, -6.30, 0.59], [0.63, -7.45, 2.82], [-0.40, -6.84, 4.17], [0.93, -5.84, 3.43], [-2.89, -6.11, 0.69], [-1.84, -6.55, -0.41]],
  "mulliken_charge": [-1.07, -0.44, 1.10, 0.42, 0.22, 0.09, 0.41, 0.31, -0.38, -1.42, 0.03, -0.09, 0.27, 0.32, 0.42, 0.22, 0.16, 0.09, -1.46, 0.75, -0.61, 0.37, 0.38, 0.23, -0.41, 0.42, 0.35, 0.38, 0.33, -0.61, -0.03, -0.69, 0.22, -0.32, 0.22, 0.36, -1.65, 1.07, -0.47, 0.35, 0.32, 0.40, -0.15, -0.12, -0.37, -1.21, 0.56, -0.67, 0.48, 0.23, 0.10, -0.21, 0.47, 0.33, -1.02, -0.31, -0.28, 0.17, 0.45, 0.23, 0.40, 0.23, -0.10, 0.05, -0.76, -0.44, -0.54, -0.16, 0.38, 0.33, 0.38, 0.18, 0.31, -0.53, 0.22, -0.45, -0.56, 0.35, 0.17, -0.05, 0.22, 0.33, 0.37, -1.14, 1.93, -0.57, -0.60, 0.36, 0.48, -0.32, -0.75, 0.40, 0.32, -0.38, -0.69, -0.01, 2.98, -0.18, 0.47, 0.11, 0.72, -0.72, -1.09, 1.43, -0.29, -0.51, -0.76, -0.82, 0.09, 0.55, -0.39, 0.35, 0.31, -0.20, -0.57, -0.56, -0.50, 0.11, 0.40, 0.27, 0.46, 0.13, -0.13, -0.31, 0.51, -0.34, -0.63, -0.16, 0.51, 0.29, -0.17, 0.14, 0.36, -1.80, 0.46, 0.34, 0.87, -0.48, 0.54, 0.75, 0.46, -0.45, 0.25, -0.96, 0.35, -0.13, 0.57, -0.25, -0.74, -0.27, -0.99, 2.36, -0.50, -0.33, -0.63, -0.60, 0.80, 0.15, -0.61, -1.48, -0.06, 0.58, 0.29, 0.26, 0.16, 0.35, 0.30],
  "energy_ev": -89119.402,
  "e_lumo_ev": 0.36,
  "charge": 0
}

***

{
  "formula": "C4H26NO8S",
  "method": "ωB97M-V/def2-TZVPD",
  "species": ["C", "O", "C", "C", "C", "S", "N", "H", "H", "H", "H", "H", "H", "H", "H", "H", "H", "H", "H", "H", "H", "O", "H", "H", "O", "H", "H", "O", "H", "H", "O", "H", "H", "O", "H", "H", "O", "H", "H", "O"],
  "positions_angstrom": [[2.29, -1.08, -2.24], [3.04, 0.08, -2.41], [1.71, -1.10, -0.80], [1.45, -2.45, -0.16], [2.45, -3.02, 0.74], [2.52, -1.93, 2.28], [0.45, -0.33, -0.79], [2.95, -1.88, -2.42], [1.52, -0.73, -3.20], [3.87, 0.09, -1.87], [2.43, -0.51, -0.19], [1.28, -3.21, -0.96], [0.53, -2.33, 0.42], [3.53, -2.72, 0.32], [2.47, -4.12, 1.02], [1.71, -2.58, 3.12], [0.47, 0.61, -1.10], [-0.34, -0.73, -1.33], [0.14, -0.12, 0.31], [0.01, 4.59, -1.84], [-1.08, 3.97, -1.13], [-0.34, 3.73, -1.47], [-2.84, 2.78, 1.24], [-2.74, 1.32, 0.62], [-2.21, 2.03, 0.99], [-4.03, 0.51, 2.85], [-3.77, 0.41, 1.53], [-4.23, 1.07, 2.00], [-5.81, 1.86, -0.97], [-5.47, 1.43, 0.30], [-5.17, 1.32, -0.57], [-1.64, -1.54, -2.47], [-2.52, -0.36, -2.17], [-1.99, -1.07, -1.77], [0.34, 0.09, 2.42], [-0.91, 0.80, 1.92], [-0.31, 0.12, 1.69], [1.02, 2.68, -0.82], [-0.04, 2.48, 0.37], [0.97, 2.26, 0.02]],
  "nbo_charge": [-0.06, -0.73, -0.09, -0.46, -0.48, -0.10, -0.76, 0.19, 0.20, 0.47, 0.23, 0.23, 0.22, 0.22, 0.27, 0.14, 0.44, 0.43, 0.48, 0.49, 0.46, -0.94, 0.52, 0.48, -0.99, 0.48, 0.45, -0.93, 0.47, 0.48, -0.95, 0.48, 0.50, -0.93, 0.52, 0.51, -0.93, 0.49, 0.49, -0.98],
  "relative_energy_kcal_mol": 9.6,
  "energy_ev": -33266.441,
  "e_lumo_ev": -2.67,
  "charge": 1
}

***

{
  "formula": "C11H30MoN2O2P3S3",
  "method": "ωB97M-V/def2-TZVPD",
  "species": ["Mo", "C", "C", "O", "P", "S", "S", "O", "C", "C", "H", "H", "H", "H", "H", "H", "H", "H", "H", "H", "C", "P", "C", "C", "C", "P", "C", "C", "H", "H", "H", "H", "H", "H", "H", "H", "H", "H", "H", "H", "H", "H", "H", "H", "N", "C", "N", "S", "H", "H", "H", "H"],
  "positions_angstrom": [[-0.05, -0.12, -0.42], [-2.89, 5.63, -0.16], [-3.13, 4.23, 0.34], [-2.24, 3.29, -0.38], [-0.88, 2.76, 0.16], [0.21, 2.24, -1.43], [-1.12, 1.04, 1.29], [-0.27, 3.90, 1.02], [0.30, 3.84, 2.38], [-0.75, 4.12, 3.41], [-3.60, 6.30, 0.34], [-3.05, 5.71, -1.23], [-1.88, 5.97, 0.08], [-4.13, 3.87, 0.11], [-2.95, 4.13, 1.41], [1.09, 4.59, 2.36], [0.76, 2.86, 2.51], [-1.21, 5.10, 3.24], [-0.29, 4.14, 4.39], [-1.53, 3.36, 3.41], [3.13, 1.33, 0.44], [2.47, -0.12, -0.43], [3.25, -0.13, -2.07], [3.10, -1.57, 0.48], [2.19, -2.77, 0.25], [0.44, -2.33, 0.59], [-0.45, -3.83, 0.08], [0.30, -2.34, 2.40], [4.21, 1.20, 0.55], [2.69, 1.40, 1.43], [2.92, 2.23, -0.12], [4.33, -0.07, -1.94], [2.91, 0.74, -2.64], [2.99, -1.03, -2.61], [3.12, -1.29, 1.54], [4.13, -1.77, 0.18], [2.48, -3.61, 0.88], [2.24, -3.11, -0.79], [-0.03, -4.69, 0.60], [-0.37, -3.99, -0.99], [-1.51, -3.74, 0.35], [0.61, -3.30, 2.82], [-0.75, -2.17, 2.67], [0.89, -1.54, 2.84], [-2.16, 0.77, -3.27], [-2.12, -0.53, -3.17], [-2.80, -1.32, -3.99], [-1.18, -1.40, -1.92], [-2.69, 1.24, -3.99], [-1.57, 1.34, -2.66], [-3.37, -0.96, -4.74], [-2.78, -2.31, -3.86]],
  "lowdin_spin": [0.91, 0.00, 0.00, 0.00, 0.02, 0.04, 0.00, 0.01, 0.00, 0.00, 0.00, 0.00, 0.00, 0.00, 0.00, 0.00, 0.00, 0.00, 0.00, 0.00, 0.00, 0.00, 0.00, 0.00, 0.00, 0.02, 0.01, 0.00, 0.00, 0.00, 0.00, 0.00, 0.00, 0.00, 0.00, 0.00, 0.00, 0.00, 0.00, 0.00, 0.00, 0.00, 0.00, 0.00, 0.00, 0.00, 0.00, -0.01, 0.00, 0.00, 0.00, 0.00],
  "relative_energy_kcal_mol": 0.0,
  "energy_ev": -81188.386,
  "spin_multiplicity": 2,
  "s2": 0.78,
  "e_lumo_ev": [-6.94, -6.83],
  "charge": 2
}